{
  "formula": "C33H67N3O14S",
  "method": "ωB97M-V with the def2-TZVPD basis set",
  "symbols": ["C", "C", "O", "C", "C", "C", "N", "C", "O", "C", "C", "N", "S", "N", "C", "H", "H", "H", "H", "H", "H", "H", "H", "H", "H", "H", "C", "O", "C", "C", "O", "C", "C", "O", "C", "H", "H", "H", "H", "H", "H", "H", "H", "H", "H", "H", "H", "H", "H", "C", "O", "C", "C", "O", "C", "C", "O", "C", "H", "H", "H", "H", "H", "H", "H", "H", "H", "H", "H", "H", "H", "H", "C", "O", "C", "C", "O", "C", "C", "O", "C", "H", "H", "H", "H", "H", "H", "H", "H", "H", "H", "H", "H", "H", "H", "C", "O", "C", "C", "O", "C", "C", "O", "C", "H", "H", "H", "H", "H", "H", "H", "H", "H", "H", "H", "H", "H", "H"],
  "xyz": [[-5.6202, 4.8453, -5.2681], [-6.1635, 3.4257, -5.8364], [-5.0774, 2.4710, -5.8661], [-6.9956, 3.5459, -7.2058], [-6.1116, 3.4744, -8.5364], [-5.4316, 4.7218, -9.2137], [-5.6073, 6.0331, -8.5607], [-4.5930, 4.6039, -10.5753], [-4.0444, 5.8220, -11.1119], [-4.3727, 3.2643, -11.3317], [-5.0371, 1.9713, -10.6780], [-4.9643, 0.6300, -11.2655], [-5.8773, -0.3191, -10.1594], [-6.3969, 0.7973, -8.9673], [-5.8787, 2.1036, -9.3156], [-5.8271, 4.8821, -4.1292], [-6.2116, 5.7355, -5.7181], [-4.4956, 4.9961, -5.4201], [-6.9104, 3.0443, -5.0302], [-5.3626, 1.5987, -6.2267], [-7.7320, 2.6560, -7.2523], [-7.6596, 4.4959, -7.2576], [-5.1342, 6.7867, -9.0793], [-5.1870, 6.0261, -7.6200], [-4.7682, 6.4715, -11.3008], [-3.7864, 3.2076, -12.3206], [-2.3825, 1.1598, -4.2617], [-2.8794, 1.7173, -3.0587], [-4.3015, 1.6814, -2.9857], [-4.7620, 1.5392, -1.5372], [-4.5884, 0.2230, -1.0056], [-3.2446, -0.1773, -0.7276], [-2.6231, 0.5405, 0.4664], [-2.2483, 1.8684, 0.1085], [-2.2329, 2.7491, 1.2155], [-2.6578, 1.7899, -5.1151], [-1.2936, 1.1106, -4.1905], [-2.7610, 0.1426, -4.4050], [-4.7040, 0.8502, -3.5741], [-4.6760, 2.6242, -3.3980], [-5.8417, 1.7200, -1.5127], [-4.3082, 2.2894, -0.8889], [-2.6178, -0.0998, -1.6183], [-3.3057, -1.2426, -0.4817], [-1.7167, 0.0140, 0.7849], [-3.3423, 0.5523, 1.2930], [-3.1920, 2.7286, 1.7417], [-2.0656, 3.7607, 0.8443], [-1.4219, 2.4830, 1.9006], [0.4472, -3.5875, 5.8117], [0.8748, -2.3741, 5.2225], [1.9915, -1.8012, 5.8974], [2.8716, -1.0284, 4.9186], [3.6653, -1.8676, 4.0762], [2.9647, -2.5786, 3.0531], [2.4514, -1.6842, 1.9269], [1.2943, -0.9677, 2.3500], [1.1202, 0.2506, 1.6520], [0.0239, -3.3992, 6.8057], [-0.3234, -4.0244, 5.1728], [1.2760, -4.2992, 5.8816], [2.5925, -2.5742, 6.3884], [1.6008, -1.1155, 6.6585], [3.5897, -0.4461, 5.5053], [2.2978, -0.3103, 4.3321], [2.1701, -3.1965, 3.4759], [3.6991, -3.2682, 2.6247], [2.1651, -2.2975, 1.0655], [3.2463, -0.9915, 1.6279], [2.0221, 0.8672, 1.7155], [0.2977, 0.7958, 2.1159], [0.8707, 0.0536, 0.6047], [3.9353, -8.9669, 1.2014], [2.7332, -8.2693, 0.9350], [1.6920, -9.1282, 0.4802], [0.3284, -8.5997, 0.9174], [0.0492, -8.8089, 2.3039], [0.7772, -7.9965, 3.2278], [0.3594, -6.5294, 3.2189], [0.8946, -5.8667, 2.0768], [0.1202, -4.7506, 1.6783], [4.3660, -9.3528, 0.2697], [4.6404, -8.2694, 1.6585], [3.7620, -9.7867, 1.9056], [1.8246, -10.1444, 0.8668], [1.7404, -9.1537, -0.6150], [-0.4365, -9.1698, 0.3802], [0.1872, -7.5549, 0.6397], [1.8543, -8.1119, 3.0909], [0.5437, -8.4042, 4.2169], [0.7527, -6.0263, 4.1089], [-0.7348, -6.4673, 3.2235], [-0.9243, -5.0383, 1.5248], [0.5170, -4.3789, 0.7329], [0.1872, -3.9568, 2.4290], [6.7740, 4.7555, 7.9199], [6.1116, 4.5457, 6.6870], [6.1893, 5.6771, 5.8254], [6.1946, 5.2408, 4.3627], [7.4406, 4.6868, 3.9333], [7.7627, 3.3859, 4.4313], [6.9024, 2.2718, 3.8434], [5.6074, 2.2765, 4.4376], [4.6160, 1.7253, 3.5915], [6.2462, 5.5133, 8.5114], [6.7776, 3.8121, 8.4700], [7.8129, 5.0591, 7.7572], [7.0914, 6.2640, 6.0288], [5.3073, 6.2994, 6.0183], [6.0502, 6.1357, 3.7487], [5.3652, 4.5713, 4.1331], [7.7571, 3.3689, 5.5230], [8.7977, 3.2068, 4.1225], [7.3610, 1.2993, 4.0537], [6.8293, 2.4088, 2.7587], [4.6151, 2.2247, 2.6175], [3.6428, 1.8809, 4.0584], [4.7822, 0.6509, 3.4647]],
  "atomic_forces_ev_per_a": [[-0.39, -0.11, 0.38], [-0.96, 0.42, 0.96], [-0.71, 0.34, -0.72], [0.02, -0.48, -1.13], [2.25, 1.14, -3.25], [-0.81, -3.31, 0.57], [1.07, -1.51, -0.93], [-0.84, -3.15, -0.54], [-1.47, -1.42, 0.73], [-1.92, 1.75, 3.33], [0.12, 0.18, -0.25], [-1.85, 3.70, 4.30], [0.54, 3.32, 0.23], [2.32, 2.69, -2.48], [0.28, -1.50, -1.12], [0.50, -0.07, -1.87], [0.98, -1.57, 0.63], [-1.59, -0.34, 0.04], [0.95, 0.70, -1.40], [-0.05, 1.07, 0.27], [1.27, 1.29, 0.00], [1.35, -1.43, 0.29], [-0.25, -0.69, 0.23], [-0.43, -0.17, -0.60], [0.71, -1.00, 0.24], [-1.08, 0.19, 1.90], [0.06, 0.34, 0.06], [-0.07, -0.41, -0.06], [0.29, 0.35, 0.58], [-0.11, -0.19, -0.23], [0.28, 0.19, -0.01], [-0.13, -0.06, 0.19], [0.15, 0.20, -0.51], [-0.28, 0.09, 0.16], [0.13, -0.19, -0.29], [0.01, -0.19, -0.05], [-0.11, 0.08, 0.08], [-0.07, -0.02, -0.09], [0.01, 0.00, 0.00], [-0.23, -0.13, 0.00], [0.04, -0.14, -0.06], [0.22, -0.01, -0.14], [0.05, 0.24, 0.12], [-0.10, 0.11, 0.08], [-0.09, -0.23, 0.11], [-0.01, -0.01, 0.00], [0.01, -0.02, 0.12], [0.05, -0.10, -0.06], [-0.06, 0.07, 0.19], [-0.12, 0.34, -0.08], [0.22, -0.35, 0.00], [-0.26, 0.30, -0.45], [0.19, -0.18, 0.27], [-0.36, 0.08, -0.04], [0.20, 0.07, -0.20], [-0.40, -0.17, 0.42], [0.22, 0.25, 0.09], [-0.08, -0.34, 0.07], [0.05, -0.18, 0.03], [0.03, 0.15, 0.05], [0.03, -0.03, 0.12], [0.01, -0.03, -0.04], [0.20, 0.05, 0.12], [0.02, -0.15, -0.01], [-0.22, -0.18, 0.02], [-0.11, 0.21, -0.08], [0.02, 0.15, 0.02], [0.23, -0.10, -0.10], [0.02, 0.01, 0.00], [0.06, 0.05, -0.11], [0.01, -0.12, 0.00], [0.06, 0.18, -0.10], [-0.11, 0.26, -0.17], [0.02, -0.29, 0.30], [-0.08, 0.59, 0.02], [0.01, -0.31, 0.02], [0.24, 0.25, -0.10], [-0.23, 0.02, 0.09], [0.50, -0.09, -0.34], [-0.29, -0.11, -0.13], [0.26, -0.11, 0.19], [0.07, -0.12, 0.12], [-0.11, 0.01, -0.12], [0.03, -0.11, -0.05], [0.00, 0.01, 0.04], [-0.16, -0.18, -0.05], [0.08, -0.07, 0.12], [0.27, 0.03, 0.04], [-0.05, 0.22, -0.14], [-0.12, 0.03, -0.11], [-0.12, -0.11, 0.20], [-0.02, -0.01, 0.00], [-0.08, 0.06, 0.05], [0.07, -0.06, 0.07], [-0.18, 0.13, -0.04], [-0.29, -0.10, -0.13], [0.41, 0.07, 0.02], [-0.32, -0.47, -0.15], [0.20, 0.23, 0.04], [-0.22, -0.18, 0.23], [0.05, -0.03, -0.24], [-0.18, 0.15, 0.53], [-0.07, 0.23, -0.27], [0.22, -0.05, 0.24], [0.17, 0.02, 0.07], [-0.11, 0.08, -0.10], [0.02, 0.11, 0.05], [0.03, -0.03, -0.01], [0.06, 0.21, -0.12], [0.14, -0.02, 0.07], [0.02, -0.10, 0.26], [-0.24, -0.09, -0.06], [-0.11, 0.06, -0.11], [0.21, -0.02, -0.14], [0.01, 0.01, -0.01], [0.01, -0.04, -0.10], [0.10, 0.00, 0.07], [-0.10, -0.06, -0.17]],
  "lowdin_charge": [-0.07, -0.39, -0.10, -0.12, -0.05, -0.11, 0.06, -0.16, -0.05, 0.06, -0.26, -0.28, 0.88, -0.30, -0.21, 0.08, 0.08, 0.09, 0.14, 0.11, 0.12, 0.13, 0.07, 0.06, 0.12, 0.11, -0.11, -0.20, -0.20, -0.17, -0.13, -0.17, -0.19, -0.21, -0.11, 0.08, 0.09, 0.09, 0.12, 0.10, 0.13, 0.12, 0.12, 0.13, 0.11, 0.13, 0.09, 0.09, 0.07, -0.11, -0.20, -0.19, -0.19, -0.13, -0.17, -0.19, -0.21, -0.10, 0.09, 0.08, 0.08, 0.13, 0.13, 0.13, 0.11, 0.10, 0.13, 0.12, 0.12, 0.08, 0.08, 0.09, -0.11, -0.21, -0.19, -0.17, -0.13, -0.17, -0.19, -0.20, -0.10, 0.09, 0.09, 0.09, 0.12, 0.13, 0.13, 0.12, 0.12, 0.13, 0.11, 0.13, 0.09, 0.09, 0.08, -0.11, -0.21, -0.19, -0.17, -0.13, -0.17, -0.19, -0.20, -0.12, 0.09, 0.09, 0.09, 0.12, 0.13, 0.13, 0.12, 0.12, 0.13, 0.13, 0.13, 0.09, 0.09, 0.08],
  "smiles": "C[C@H](O)Cc1c(N)c(O)cc2nsnc12.COCCOCCOC.COCCOCCOC.COCCOCCOC.COCCOCCOC",
  "homo_energy_ev": -8.325,
  "energy_ev": -79265.02091,
  "largest_force_ev_per_a": 6.0,
  "orbital_gap_ev": 7.237
}